# 1
Entry from the OMol25 dataset: a structure of composition C28H73N6O16Tl in a non-equilibrium geometry (the ωB97M-V functional and the def2-TZVPD basis).

Structure (XYZ):
```
124
Properties=species:S:1:pos:R:3
Tl 0.26 0.52 -0.58
O 0.54 5.48 2.21
C 0.33 4.80 1.00
O -0.74 5.00 0.38
O 1.19 3.90 0.73
H -0.35 5.77 2.41
O -2.07 -2.03 1.57
C -1.78 -0.88 1.02
O -1.27 -0.99 -0.21
O -1.97 0.17 1.72
H -1.82 -2.80 1.03
N -0.22 -0.16 -3.69
O -0.43 1.08 -3.64
O -0.56 -0.82 -4.65
O 0.32 -0.77 -2.66
C 3.33 1.12 -2.79
C 2.93 2.26 -1.87
C 3.24 3.74 -2.20
O 2.48 4.34 -3.26
C 2.40 5.76 -2.97
N 1.48 2.26 -1.56
H 3.96 0.33 -2.33
H 3.94 1.54 -3.70
H 2.55 0.53 -3.32
H 3.45 2.07 -0.98
H 4.28 3.83 -2.59
H 3.24 4.28 -1.25
H 3.42 6.14 -2.73
H 1.69 6.00 -2.14
H 2.06 6.10 -3.99
H 1.01 2.15 -2.50
H 1.10 3.03 -1.00
C 3.10 -3.10 0.47
C 2.59 -1.63 0.57
C 3.65 -0.56 0.53
O 4.65 -0.94 1.45
C 5.85 -0.06 1.46
N 1.53 -1.41 -0.41
H 3.49 -3.39 -0.55
H 2.30 -3.74 0.71
H 3.94 -3.31 1.10
H 2.12 -1.42 1.52
H 3.19 0.41 0.83
H 4.15 -0.50 -0.40
H 6.45 -0.24 0.57
H 6.32 -0.35 2.46
H 5.63 0.98 1.56
H 1.80 -1.64 -1.38
H 0.92 -2.18 -0.22
C -3.21 -4.73 -2.84
C -2.48 -3.91 -1.83
C -1.65 -4.82 -0.98
O -1.13 -4.17 0.18
C -0.53 -5.06 1.15
N -1.55 -3.03 -2.54
H -3.94 -4.14 -3.33
H -3.62 -5.65 -2.37
H -2.63 -5.05 -3.66
H -3.22 -3.40 -1.26
H -0.82 -5.22 -1.64
H -2.22 -5.73 -0.65
H 0.37 -4.54 1.50
H -0.23 -6.08 0.80
H -1.21 -5.26 1.99
H -1.22 -2.13 -2.13
H -1.85 -2.82 -3.48
C -3.15 1.07 -1.80
C -2.43 2.37 -1.58
C -3.42 3.48 -1.20
O -4.35 3.72 -2.32
C -5.05 4.92 -2.38
N -1.40 2.19 -0.52
H -3.96 1.17 -2.48
H -3.45 0.57 -0.93
H -2.40 0.38 -2.31
H -1.90 2.60 -2.50
H -2.86 4.45 -1.04
H -4.08 3.35 -0.29
H -5.74 4.74 -3.23
H -4.43 5.78 -2.64
H -5.65 5.11 -1.50
H -0.90 3.13 -0.42
H -1.86 1.89 0.34
C -2.17 -1.42 6.54
C -2.31 -0.43 5.38
C -2.49 1.07 5.81
O -3.67 1.40 6.42
C -4.71 1.53 5.47
N -1.16 -0.53 4.51
H -2.03 -2.39 6.08
H -3.02 -1.50 7.23
H -1.27 -1.23 7.13
H -3.24 -0.56 4.83
H -2.46 1.55 4.77
H -1.58 1.45 6.28
H -5.50 2.21 5.81
H -5.16 0.59 5.30
H -4.37 2.04 4.55
H -1.44 -0.32 3.59
H -0.83 -1.49 4.46
C 2.15 0.97 3.56
C 0.87 1.29 2.71
C -0.01 2.45 3.29
O 1.16 1.39 1.34
H 1.87 1.01 4.59
H 2.89 1.75 3.38
H 2.60 0.00 3.34
H 0.26 0.42 2.78
H 0.62 3.35 3.47
H -0.36 1.96 4.24
H -0.79 2.72 2.61
H 1.41 2.32 1.18
C 2.84 -3.01 -4.34
C 1.61 -3.73 -4.01
C 1.68 -5.19 -4.30
O 1.30 -3.52 -2.55
H 3.25 -3.36 -5.26
H 3.57 -3.14 -3.53
H 2.70 -1.94 -4.33
H 0.77 -3.38 -4.61
H 1.59 -5.44 -5.35
H 0.90 -5.79 -3.76
H 2.65 -5.57 -3.92
H 0.37 -3.37 -2.51
```

Summary:
Energy, eV: -76608.4243
HOMO-LUMO gap, eV: 8.32
HOMO, eV: -8.71



# 2
Entry from the OMol25 dataset: an isolated molecule of CH4BNO2 in a non-equilibrium geometry (the ωB97M-V functional and the def2-TZVPD basis).

Structure (XYZ):
```
9
Properties=species:S:1:pos:R:3
B -1.68 -0.59 0.03
O -0.65 0.21 -0.22
N 0.75 -0.17 -0.06
C 1.50 0.86 -0.04
O 1.00 -1.35 0.01
H -1.56 -1.68 0.44
H -2.70 -0.07 -0.19
H 2.56 0.83 0.08
H 0.78 1.95 -0.05
```

Summary:
Energy, eV: -7359.3351
Relative energy (zero: lowest compared OMol25 entry of this formula, charge and spin), eV: 2.070
HOMO-LUMO gap, eV: 10.21
HOMO, eV: -9.70



# 3
Entry from the OMol25 dataset: an isolated molecule of C6H11NO2 in a non-equilibrium geometry (the ωB97M-V functional and the def2-TZVPD basis).

Structure (XYZ):
```
20
Properties=species:S:1:pos:R:3
C -0.48 1.62 0.70
C -0.64 0.15 0.40
C -1.04 -0.07 -1.26
C -1.52 -0.59 1.37
C 0.53 -0.66 -0.01
O 0.65 -1.86 0.32
C 1.78 0.02 -0.64
N 2.81 -0.84 -0.68
O 1.82 1.15 -1.10
H -0.22 1.76 1.75
H -1.43 2.12 0.51
H 0.26 2.11 0.07
H -0.98 -1.03 -1.78
H -2.12 0.12 -1.25
H -0.57 0.73 -1.84
H -2.49 -0.10 1.47
H -1.67 -1.62 1.05
H -1.01 -0.66 2.33
H 2.64 -1.77 -0.31
H 3.68 -0.59 -1.11
```

Summary:
Energy, eV: -11985.0639
Relative energy (zero: lowest compared OMol25 entry of this formula, charge and spin), eV: 1.204
HOMO-LUMO gap, eV: 9.78
HOMO, eV: -9.20



# 4
Entry from the OMol25 dataset: a structure of composition C19H42AlNO2P3 in a non-equilibrium geometry (the ωB97M-V functional and the def2-TZVPD basis).

Structure (XYZ):
```
68
Properties=species:S:1:pos:R:3
Al -1.26 1.70 -1.05
P 2.78 -1.60 2.64
P 0.72 2.35 0.01
P -1.39 -1.55 0.31
H 0.06 2.77 -2.89
C -1.02 2.58 -2.85
C -2.03 3.21 -2.09
H -1.89 4.13 -1.55
C 4.14 -2.47 1.82
C 3.48 -0.21 3.58
C 1.99 -2.70 3.84
C 0.97 3.97 -0.83
C 1.11 2.90 1.72
C 2.33 1.55 -0.43
C -2.65 -2.31 -0.77
C -1.72 -2.50 1.84
C 0.05 -2.43 -0.43
H -1.39 2.09 -3.76
H -3.05 3.07 -2.53
H 4.93 -2.82 2.51
H 4.60 -1.78 1.09
H 3.74 -3.34 1.28
H 4.38 -0.47 4.16
H 2.73 0.18 4.28
H 3.75 0.59 2.88
H 2.05 -3.75 3.53
H 0.93 -2.42 3.91
H 2.43 -2.61 4.84
H 1.79 4.47 -0.31
H 0.08 4.61 -0.83
H 1.27 3.84 -1.87
H 1.92 3.63 1.61
H 1.46 2.09 2.37
H 0.26 3.41 2.19
H 3.15 2.17 -0.02
H 2.45 1.50 -1.52
H 2.41 0.54 -0.01
H -3.01 -3.23 -0.31
H -2.24 -2.53 -1.76
H -3.48 -1.60 -0.89
H -2.14 -3.48 1.57
H -2.46 -1.93 2.43
H -0.79 -2.61 2.41
H -0.29 -3.34 -0.95
H 0.78 -2.68 0.35
H 0.53 -1.76 -1.17
C -1.09 -0.45 -3.07
C 0.25 -0.58 -3.48
C 0.52 -1.57 -4.42
C -0.51 -2.18 -5.14
C -1.83 -1.80 -4.93
C -2.14 -0.91 -3.90
O -1.36 0.12 -1.87
H 1.81 -1.19 1.64
H 1.04 0.01 -3.02
H 1.55 -1.86 -4.57
H -0.28 -2.92 -5.89
H -2.63 -2.22 -5.54
H -3.16 -0.58 -3.70
C -1.82 1.24 2.60
C -2.76 1.74 1.55
N -3.95 2.13 2.01
O -2.55 1.80 0.28
H -2.40 0.69 3.37
H -1.36 2.10 3.12
H -1.05 0.58 2.19
H -4.66 2.44 1.37
H -4.09 2.20 3.01
```

Summary:
Energy, eV: -60408.8537
Total charge: +3
Relative energy (zero: lowest compared OMol25 entry of this formula, charge and spin), eV: 0.000
HOMO-LUMO gap (alpha / beta), eV: 5.00 / 5.00
HOMO (alpha / beta), eV: -15.42 / -15.42



Q: Which of these has the lowest energy?
A: C28H73N6O16Tl



Copy entry 3 word for word.
Entry from the OMol25 dataset: an isolated molecule of C6H11NO2 in a non-equilibrium geometry (the ωB97M-V functional and the def2-TZVPD basis).

Structure (XYZ):
```
20
Properties=species:S:1:pos:R:3
C -0.48 1.62 0.70
C -0.64 0.15 0.40
C -1.04 -0.07 -1.26
C -1.52 -0.59 1.37
C 0.53 -0.66 -0.01
O 0.65 -1.86 0.32
C 1.78 0.02 -0.64
N 2.81 -0.84 -0.68
O 1.82 1.15 -1.10
H -0.22 1.76 1.75
H -1.43 2.12 0.51
H 0.26 2.11 0.07
H -0.98 -1.03 -1.78
H -2.12 0.12 -1.25
H -0.57 0.73 -1.84
H -2.49 -0.10 1.47
H -1.67 -1.62 1.05
H -1.01 -0.66 2.33
H 2.64 -1.77 -0.31
H 3.68 -0.59 -1.11
```

Summary:
Energy, eV: -11985.0639
Relative energy (zero: lowest compared OMol25 entry of this formula, charge and spin), eV: 1.204
HOMO-LUMO gap, eV: 9.78
HOMO, eV: -9.20